Formula: C17H21MnN5O9PS2Te
Source: the Open Molecules 2025 dataset
Level of theory: ωB97M-V/def2-TZVPD

Spin multiplicity ... 2
HOMO-LUMO gap (alpha / beta) ... 5.533 / 5.205 eV
Net charge ... -1
E_tot ... -113426.2546 eV
Molecular weight ... 717.03 g mol⁻¹
Highest occupied orbital energy (alpha / beta) ... -0.171 / -0.160 Ha
LUMO (alpha / beta) ... 0.87 / 0.85 eV

Element x y z (Å)
Mn1 -1.07 -0.43 -1.11
O1 4.57 -4.24 0.78
N1 3.68 -4.20 1.60
O2 3.73 -4.77 2.67
C1 2.48 -3.37 1.31
C2 1.58 -3.30 2.32
C3 0.40 -2.51 2.20
C4 -0.57 -2.38 3.20
C5 -1.65 -1.57 2.97
C6 -1.75 -0.88 1.75
N2 -0.84 -0.98 0.81
C7 0.21 -1.80 1.01
C8 1.15 -1.92 -0.07
N3 0.80 -1.23 -1.18
C9 1.63 -1.22 -2.21
C10 2.83 -1.94 -2.17
C11 3.18 -2.67 -1.07
C12 2.32 -2.68 0.05
H1 1.77 -3.85 3.23
H2 -0.47 -2.92 4.13
H3 -2.44 -1.46 3.70
H4 -2.60 -0.24 1.53
H5 1.34 -0.62 -3.06
H6 3.49 -1.90 -3.04
H7 4.10 -3.23 -1.06
O3 -4.37 -1.67 -2.10
S1 -3.46 -1.48 -0.98
O4 -3.05 -0.02 -0.89
O5 -2.10 -2.13 -1.24
O6 -3.98 -1.94 0.29
N4 -2.06 2.23 -3.39
C13 -2.41 0.95 -3.59
N5 -3.70 0.66 -3.76
S2 -1.23 -0.27 -3.67
H8 -2.75 2.89 -3.06
H9 -1.09 2.43 -3.19
H10 -4.37 1.35 -3.45
H11 -3.97 -0.30 -3.54
C14 2.50 2.22 2.44
C15 1.77 1.24 1.55
O7 2.02 1.54 0.16
P1 0.87 2.26 -0.70
O8 -0.41 1.47 -0.68
Te1 1.78 2.86 -2.78
O9 0.61 3.56 0.23
C16 -0.53 4.37 -0.07
C17 -1.73 3.96 0.76
H12 2.36 1.94 3.49
H13 2.12 3.23 2.29
H14 3.57 2.21 2.22
H15 0.69 1.25 1.74
H16 2.13 0.23 1.71
H17 -0.75 4.32 -1.14
H18 -0.23 5.40 0.15
H19 -2.03 2.94 0.50
H20 -2.57 4.63 0.57
H21 -1.49 4.00 1.82